#i
{
  "formula": "C3H4N2O",
  "method": "the ωB97M-V functional and the def2-TZVPD basis",
  "elements": ["O", "C", "C", "N", "N", "C", "H", "H", "H", "H"],
  "xyz": [[1.469, 0.186, -0.841], [0.582, -0.233, 1.031], [-0.546, -0.951, 0.659], [-1.256, -0.250, -0.295], [-0.770, 0.842, -0.716], [0.516, 0.878, -0.002], [2.249, 0.083, -0.272], [-0.918, -1.921, 0.962], [-2.147, -0.551, -0.691], [0.820, 1.916, 0.166]],
  "mol_weight_g_mol": 84.08,
  "homo_energy_ev": [-8.6, -8.6],
  "spin_multiplicity": 1,
  "charge": 0,
  "homo_lumo_gap_ha": [0.2866, 0.2867],
  "lumo_ev": [-0.84, -0.84]
}


#ii
{
  "formula": "C3H4N2O",
  "method": "the ωB97M-V functional and the def2-TZVPD basis",
  "elements": ["N", "C", "C", "C", "N", "O", "H", "H", "H", "H"],
  "xyz": [[-1.283, 1.005, -1.181], [-0.405, 0.115, -0.722], [-0.158, -0.606, 0.335], [0.812, -0.962, 1.212], [1.961, -0.160, 1.261], [1.982, 0.819, 0.527], [-1.145, 1.388, -2.103], [-1.783, 1.592, -0.526], [-0.571, -1.187, -0.780], [0.796, -1.823, 1.864]],
  "mol_weight_g_mol": 84.08,
  "homo_energy_ev": -8.3,
  "spin_multiplicity": 1,
  "charge": 0,
  "homo_lumo_gap_ha": 0.3007,
  "lumo_ev": -0.11
}


#iii
{
  "formula": "C3H4N2O",
  "method": "the ωB97M-V functional and the def2-TZVPD basis",
  "elements": ["O", "C", "N", "C", "C", "N", "H", "H", "H", "H"],
  "xyz": [[-0.216, 1.382, 1.524], [-0.020, 0.600, 0.454], [0.485, 0.897, -0.669], [0.387, -0.282, -1.461], [-0.266, -1.371, -0.976], [-0.431, -0.768, 0.529], [0.092, 2.267, 1.270], [0.831, -0.256, -2.447], [0.349, -1.443, 0.644], [-1.210, -1.026, 1.131]],
  "mol_weight_g_mol": 84.08,
  "homo_energy_ev": -8.7,
  "spin_multiplicity": 1,
  "charge": 0,
  "homo_lumo_gap_ha": 0.3311,
  "lumo_ev": 0.35
}


Top of the stability list: #iii, leading by 1.399 eV.


#i
{
  "formula": "C3H4N2O",
  "method": "the ωB97M-V functional and the def2-TZVPD basis",
  "elements": ["C", "C", "N", "N", "C", "O", "H", "H", "H", "H"],
  "xyz": [[0.681, -0.697, 0.741], [-0.076, -0.228, -0.479], [-1.746, 0.877, -0.442], [-1.517, -0.372, -0.342], [-0.430, 1.222, -0.558], [0.133, 2.291, -0.661], [0.306, -0.629, -1.424], [1.718, -0.349, 0.706], [0.697, -1.790, 0.788], [0.234, -0.326, 1.670]],
  "mol_weight_g_mol": 84.08,
  "homo_energy_ev": -10.4,
  "spin_multiplicity": 1,
  "charge": 0,
  "homo_lumo_gap_ha": 0.3416,
  "lumo_ev": -1.09
}


#ii
{
  "formula": "C3H4N2O",
  "method": "the ωB97M-V functional and the def2-TZVPD basis",
  "elements": ["N", "C", "N", "C", "C", "O", "H", "H", "H", "H"],
  "xyz": [[-0.122, -1.322, 1.601], [-0.288, -0.354, 0.663], [0.753, -0.363, -0.286], [0.577, 0.595, -1.130], [-0.195, 1.704, -1.320], [-1.227, 0.443, 0.636], [0.730, -1.861, 1.593], [-0.731, -1.374, 2.401], [1.321, 0.791, -1.937], [-0.818, 1.742, -2.223]],
  "mol_weight_g_mol": 84.08,
  "homo_energy_ev": -9.3,
  "spin_multiplicity": 1,
  "charge": 0,
  "homo_lumo_gap_ha": 0.3131,
  "lumo_ev": -0.77
}


Top of the stability list: #i, leading by 0.729 eV.


#i
{
  "formula": "C3H4N2O",
  "method": "the ωB97M-V functional and the def2-TZVPD basis",
  "elements": ["C", "C", "C", "H", "H", "H", "H", "N", "N", "O"],
  "xyz": [[0.671, 0.080, -0.021], [-0.214, 1.132, 0.049], [-1.393, -0.624, -0.031], [2.528, -0.792, 0.298], [0.016, 2.208, -0.108], [-2.244, -1.235, -0.194], [0.120, -2.042, -0.247], [-1.455, 0.709, 0.012], [-0.145, -1.052, 0.099], [2.050, 0.092, -0.064]],
  "mol_weight_g_mol": 84.08,
  "homo_energy_ev": -8.1,
  "smiles": "Oc1cnc[nH]1",
  "spin_multiplicity": 1,
  "charge": 0,
  "homo_lumo_gap_ha": 0.3101,
  "lumo_ev": 0.34
}


#ii
{
  "formula": "C3H4N2O",
  "method": "the ωB97M-V functional and the def2-TZVPD basis",
  "elements": ["O", "C", "N", "N", "C", "C", "H", "H", "H", "H"],
  "xyz": [[2.405, -0.060, 0.151], [1.056, 0.046, 0.091], [0.334, -1.045, -0.179], [-0.928, -0.712, -0.122], [-1.043, 0.726, 0.104], [0.327, 1.245, 0.283], [2.650, -0.976, -0.031], [-1.597, -1.351, -0.522], [-1.664, 0.938, 0.984], [-1.541, 1.188, -0.759]],
  "mol_weight_g_mol": 84.08,
  "homo_energy_ev": -8.7,
  "spin_multiplicity": 1,
  "charge": 0,
  "homo_lumo_gap_ha": 0.2996,
  "lumo_ev": -0.50
}


Top of the stability list: #i, leading by 2.739 eV.


#i
{
  "formula": "C3H4N2O",
  "method": "the ωB97M-V functional and the def2-TZVPD basis",
  "elements": ["O", "C", "C", "C", "N", "N", "H", "H", "H", "H"],
  "xyz": [[-1.896, 0.539, 0.229], [-0.572, 0.186, 0.412], [0.542, 1.133, 0.179], [1.491, 0.255, -0.369], [1.042, -0.999, -0.638], [-0.199, -1.047, -0.305], [-1.888, 1.469, -0.035], [-0.360, -0.068, 1.476], [2.518, 0.469, -0.644], [-0.677, -1.938, -0.306]],
  "mol_weight_g_mol": 84.08,
  "homo_energy_ev": -8.9,
  "spin_multiplicity": 1,
  "charge": 0,
  "homo_lumo_gap_ha": 0.3009,
  "lumo_ev": -0.70
}


#ii
{
  "formula": "C3H4N2O",
  "method": "the ωB97M-V functional and the def2-TZVPD basis",
  "elements": ["C", "C", "C", "H", "H", "H", "H", "N", "N", "O"],
  "xyz": [[0.903, -0.709, -0.312], [-0.239, -1.190, -1.049], [-0.994, 0.572, 0.061], [2.044, 1.072, 1.088], [1.918, -1.277, 0.073], [-0.315, -2.220, -1.444], [-1.720, 1.068, 0.539], [0.341, 0.410, 0.166], [-1.416, -0.444, -0.610], [0.947, 1.194, 1.332]],
  "mol_weight_g_mol": 84.08,
  "homo_energy_ev": -9.0,
  "smiles": "On1ccnc1",
  "spin_multiplicity": 1,
  "charge": 0,
  "homo_lumo_gap_ha": 0.3473,
  "lumo_ev": 0.44
}


#iii
{
  "formula": "C3H4N2O",
  "method": "the ωB97M-V functional and the def2-TZVPD basis",
  "elements": ["O", "C", "C", "C", "N", "N", "H", "H", "H", "H"],
  "xyz": [[1.855, -0.218, -0.709], [0.618, -0.086, -0.200], [-0.093, -0.741, 0.779], [-1.327, -0.014, 0.904], [-1.292, 1.024, 0.004], [-0.154, 0.907, -0.699], [2.303, -0.936, -0.244], [0.253, -1.603, 1.342], [-2.274, 0.049, 0.186], [0.111, 1.618, -1.362]],
  "mol_weight_g_mol": 84.08,
  "homo_energy_ev": -8.9,
  "smiles": "Oc1ccn[nH]1",
  "spin_multiplicity": 1,
  "charge": 0,
  "homo_lumo_gap_ha": 0.3461,
  "lumo_ev": 0.52
}


#iv
{
  "formula": "C3H4N2O",
  "method": "the ωB97M-V functional and the def2-TZVPD basis",
  "elements": ["O", "C", "C", "N", "C", "N", "H", "H", "H", "H"],
  "xyz": [[0.636, 1.567, -0.809], [-0.187, 0.443, -0.847], [0.330, -0.840, -0.993], [0.259, -1.481, 0.204], [-0.357, -0.644, 1.028], [-0.854, 0.423, 0.374], [1.033, 1.308, 0.069], [0.806, -1.282, -1.862], [-0.478, -0.792, 2.088], [-1.188, 1.299, 0.749]],
  "mol_weight_g_mol": 84.08,
  "homo_energy_ev": -8.5,
  "smiles": "Oc1cnc[nH]1",
  "spin_multiplicity": 1,
  "charge": 0,
  "homo_lumo_gap_ha": 0.3240,
  "lumo_ev": 0.31
}


Top of the stability list: #iv, leading by 1.053 eV.